# C74H70ClIN2O2P2TeTi

C74H70ClIN2O2P2TeTi as an isolated structure in a non-equilibrium geometry (the ωB97M-V functional and the def2-TZVPD basis, the Open Molecules 2025 dataset).

Properties
- Multiplicity: 2
- Electronic energy: -5679.92473 a.u.
- Relative energy (zero: lowest compared OMol25 entry of this formula, charge and spin): 0.0 kJ/mol
- HOMO energy (spin up / spin down): -2.61 / -2.64 eV
- Total charge: -1

The geometry in XYZ format:
```
154
Properties=species:S:1:pos:R:3:forces:R:3:lowdin_charge:R:1
Ti 0.28553 -1.71887 0.62493 0.2452 1.2978 0.6357 0.6271
I 2.28803 -0.89435 2.79883 0.5772 0.2348 0.5447 1.2923
C 2.92358 0.12747 4.58614 -0.9730 0.4291 -0.2966 -0.5159
C 4.04677 -0.47332 5.04421 0.7514 -0.2024 0.4715 -0.2045
C 4.68697 -0.06090 6.23772 0.1542 -0.3890 -0.3562 -0.0869
C 4.16221 0.95596 6.95233 -0.1555 0.2665 0.2115 -0.0606
C 2.99277 1.62610 6.51146 -0.1424 -0.1635 -0.3656 -0.1638
C 2.49384 2.68124 7.30697 0.2746 -0.1647 0.1054 -0.0523
C 1.39213 3.37004 6.93266 -0.4670 0.2375 -0.2517 -0.0694
C 0.74324 3.02585 5.72809 0.0079 0.3461 0.3753 -0.1019
C 1.17086 2.01929 4.90906 0.2369 -0.4104 -0.2865 -0.2938
P 0.11919 1.70334 3.39308 -0.0109 0.0379 0.2150 1.0981
C -1.45494 1.41223 4.33208 0.0575 0.0124 0.0483 -0.3542
C -2.58123 2.22844 4.38514 -0.0469 -0.1340 0.0887 -0.0806
C -3.70540 1.84187 5.11831 0.1494 -0.0182 -0.0911 -0.0871
C -3.71187 0.64638 5.82101 0.0294 0.1123 -0.0375 -0.1018
C -2.58668 -0.17018 5.78621 0.0749 0.0013 -0.0196 -0.0860
C -1.47707 0.20751 5.04677 -0.0144 0.0405 0.0346 -0.1203
C -0.06376 3.37558 2.66218 -0.0944 0.0301 0.0637 -0.3615
C -1.13903 3.60238 1.79662 -0.1286 0.0488 0.0449 -0.1201
C -1.28913 4.82694 1.15619 0.0393 -0.0068 0.1691 -0.0861
C -0.33280 5.82162 1.32173 -0.0838 -0.0842 0.0992 -0.0984
C 0.78525 5.57259 2.10581 -0.1274 -0.0560 0.0893 -0.0961
C 0.91739 4.36125 2.77475 -0.1470 0.0819 0.0442 -0.0962
C 2.32967 1.24546 5.28798 0.2522 0.0308 0.1223 -0.1563
H 4.46345 -1.29358 4.46883 0.0400 0.0525 0.1708 0.0657
H 5.58594 -0.56526 6.57365 -0.0420 -0.0114 -0.0661 0.1020
H 4.62606 1.28247 7.87768 -0.0458 0.0120 -0.0443 0.1077
H 3.01303 2.92103 8.22985 0.0079 -0.0160 -0.0662 0.1092
H 1.01140 4.17950 7.54671 -0.0252 -0.0566 -0.0796 0.1036
H -0.13856 3.58316 5.43781 -0.0215 0.0494 0.0228 0.1062
H -2.59496 3.17595 3.86532 0.0201 0.0317 -0.0792 0.0916
H -4.58046 2.48185 5.12642 0.0461 0.0027 0.0334 0.0974
H -4.58269 0.35770 6.39787 0.0188 -0.0214 -0.0492 0.0945
H -2.57964 -1.10935 6.32974 0.0206 0.0617 -0.0278 0.0996
H -0.60073 -0.43676 5.02148 -0.0724 0.0040 -0.0069 0.1026
H -1.85145 2.80653 1.59913 0.0466 0.1105 0.0777 0.1060
H -2.15050 4.99815 0.51954 0.0647 -0.0370 0.0275 0.0953
H -0.45154 6.77924 0.82845 0.0336 -0.0299 -0.0323 0.0985
H 1.56037 6.32362 2.19744 0.0065 -0.0250 0.0106 0.1029
H 1.79412 4.17803 3.38288 0.0006 0.0373 0.0188 0.1051
C 7.76853 -1.00416 -1.01473 -0.0329 0.0009 0.0093 -0.1337
C 7.12336 -0.71267 -2.21288 -0.1895 0.1633 -0.0257 -0.1174
C 5.75346 -0.44051 -2.22285 0.2308 -0.0312 0.4097 -0.1268
C 4.98779 -0.46481 -1.04233 -0.1019 -0.8557 -0.9260 -0.2919
C 5.66534 -0.75385 0.14416 0.1257 0.1035 -0.1217 -0.1286
C 7.03307 -1.02722 0.16568 -0.1194 0.0854 0.0558 -0.1137
P 2.96037 -0.39883 -0.79135 2.1170 1.2125 0.8664 0.9659
C 2.71890 0.37379 -2.44400 -0.2823 -0.1287 0.0634 -0.3167
C 1.80662 -0.06600 -3.40397 0.0759 -0.0075 -0.1077 -0.0906
C 1.50725 0.69847 -4.52923 0.0247 -0.0410 0.0058 -0.1004
C 2.13539 1.91938 -4.72962 -0.0320 0.0323 0.0080 -0.1100
C 3.08023 2.35916 -3.80531 -0.0012 -0.1641 0.1531 -0.0917
C 3.36429 1.59706 -2.67814 -0.0439 -0.0236 -0.1326 -0.1151
C 2.84138 -2.22478 -0.67694 0.0554 0.1783 0.1487 -0.3831
C 3.62975 -2.99821 -1.53721 -0.1765 -0.1737 0.2599 -0.1126
C 3.88272 -4.32829 -1.24594 -0.0946 -0.2026 0.2452 -0.0974
C 3.37016 -4.87606 -0.06679 0.1998 -0.0182 -0.3960 -0.1077
C 2.51613 -4.12892 0.73100 0.0182 0.4136 0.0803 -0.1497
C 2.16995 -2.79155 0.45684 0.7845 -0.0838 -0.5219 -0.3355
H 8.83542 -1.20664 -1.00278 -0.0776 -0.0291 0.0040 0.0840
H 7.68708 -0.70933 -3.14461 -0.0552 0.0221 0.0989 0.0868
H 5.26688 -0.23244 -3.17365 0.0350 -0.0350 0.0365 0.0884
H 5.08961 -0.78660 1.07053 0.0327 -0.0373 -0.0578 0.0631
H 7.52545 -1.27065 1.10613 -0.0531 0.0617 -0.1087 0.0879
H 1.32701 -1.03247 -3.29191 -0.0293 0.1006 0.0512 0.0752
H 0.77433 0.33595 -5.24472 0.0469 0.0139 0.0434 0.0952
H 1.88531 2.52930 -5.59306 0.0502 -0.0719 0.0591 0.0906
H 3.58432 3.30996 -3.94858 -0.0418 -0.0598 0.0175 0.0976
H 4.09314 1.95247 -1.95683 -0.0808 0.0143 0.0096 0.1072
H 4.05441 -2.55350 -2.42792 0.0515 0.0572 0.0228 0.1001
H 4.48548 -4.93264 -1.91808 0.0134 0.0507 0.0963 0.0945
H 3.61663 -5.89799 0.20975 -0.0432 0.0466 -0.0359 0.0918
H 2.12911 -4.63350 1.61753 -0.0638 -0.0291 -0.0679 0.0754
O 0.16580 -3.24030 2.63735 -0.3757 -0.3346 -0.0977 -0.2165
C -0.69782 -4.25315 3.16268 0.1334 0.1771 -0.1814 -0.2230
C -0.87323 -5.41862 2.21236 0.0655 0.0398 -0.1758 -0.1587
C -1.51540 -4.99487 0.87961 0.3104 -0.0949 0.1520 -0.1315
C -0.59561 -4.59519 -0.25116 -0.3525 0.4637 0.1810 -0.2516
C -0.14516 -5.56948 -1.11472 0.0471 -0.3662 -0.2400 -0.0263
C 0.51482 -5.24825 -2.29525 -0.1969 -0.1638 0.1977 -0.0446
C 0.62215 -3.91631 -2.61547 0.0504 0.1231 -0.2298 -0.0481
C 0.17597 -2.97988 -1.70771 -0.3914 -0.1090 0.4607 -0.1672
N -0.34929 -3.27732 -0.48659 -0.3691 -1.7847 -1.9261 -0.0142
H 1.07578 -3.54263 2.68030 0.2473 -0.0560 0.0167 0.0144
H -1.65667 -3.76682 3.33502 -0.0659 0.0884 -0.0080 0.1163
H -0.31428 -4.59798 4.12214 0.0721 -0.0056 0.1640 0.1203
H -1.52067 -6.15365 2.70231 0.0555 0.0177 -0.0182 0.1140
H 0.09448 -5.89858 2.03351 -0.0415 -0.0655 0.0252 0.1109
H -2.19858 -4.17528 1.07236 -0.1343 0.1047 -0.0395 0.0448
H -2.10373 -5.83113 0.50110 -0.0386 -0.0231 -0.0268 0.1145
H -0.35038 -6.60616 -0.87047 0.0083 0.0498 0.0056 0.1193
H 0.86391 -6.02073 -2.97050 0.0086 0.0374 0.0753 0.1126
H 1.04138 -3.59139 -3.55780 0.0352 0.0647 0.0411 0.1210
H 0.22033 -1.92716 -1.94286 0.1543 0.1301 0.0650 0.0406
Cl -2.77367 -1.77326 1.13131 -0.3168 0.0080 0.2572 0.4838
C -1.27270 -0.99951 1.86352 -0.4918 -0.0281 0.3550 -0.6425
H -1.33498 -1.22619 2.91892 0.0072 -0.1580 0.1477 -0.0324
H -1.44404 0.05595 1.73726 -0.0569 0.3478 -0.1593 -0.0454
C -7.34338 3.60077 -1.45056 0.1644 -0.1291 0.0208 -0.0589
C -6.10005 2.75216 -1.59903 0.0236 0.0788 -0.0108 -0.2752
C -4.84006 3.32949 -1.69584 0.0548 -0.0924 0.0139 -0.0243
C -3.67640 2.56291 -1.82072 -0.0844 -0.1117 -0.0095 -0.2923
C -2.35186 3.28212 -1.89722 -0.1898 -0.1774 -0.0189 -0.0856
C -3.78299 1.15707 -1.85678 -0.2679 0.1114 0.1380 -0.3688
Te -2.05036 -0.07787 -2.07457 -0.2134 0.2944 -0.4173 1.5380
N 1.12436 -0.19156 -0.26417 -2.0769 0.5197 0.1106 -0.2654
C 0.62752 1.07340 -0.05234 0.7068 -0.9702 -0.5087 -0.5638
O -0.58625 1.30935 0.03830 -0.2740 0.1970 -0.0081 -0.1596
C 1.53762 2.29565 -0.01035 0.1512 -0.3092 0.0679 -0.1648
C 1.18503 3.40247 -0.77091 0.1032 0.1579 -0.1460 -0.0248
C 1.97558 4.55109 -0.77292 -0.0416 -0.1981 -0.0167 -0.0925
C 3.12370 4.60512 0.00591 0.0317 -0.1358 -0.1475 -0.1113
C 3.47416 3.50832 0.78679 -0.0873 -0.0813 -0.0075 -0.0868
C 2.68522 2.36050 0.78118 0.0800 0.3092 -0.0497 -0.0830
C -2.75481 -1.05861 -3.85744 0.1033 -0.0389 -0.1689 -0.3858
C -2.92346 -2.45345 -3.89314 -0.0112 0.0588 0.0512 -0.3024
C -2.99418 -3.32579 -2.65569 0.0141 0.0249 -0.1599 -0.0851
C -3.10259 -3.09505 -5.12522 0.0154 0.0348 0.0435 -0.0281
C -3.15042 -2.39524 -6.31828 -0.0435 0.0301 -0.0071 -0.2767
C -3.29002 -3.10739 -7.64285 0.0075 0.0852 0.1262 -0.0596
C -3.06115 -1.00448 -6.26312 0.0108 0.0200 0.0676 -0.0272
C -2.86346 -0.32577 -5.06334 0.0337 0.0025 -0.0287 -0.2890
C -2.77387 1.18607 -5.09759 0.1146 -0.1979 0.0441 -0.0728
C -5.05527 0.55546 -1.74006 0.1051 0.0021 0.0268 -0.2794
C -5.25392 -0.94471 -1.73084 -0.0022 0.2047 0.0093 -0.0732
C -6.18395 1.36614 -1.62061 -0.0429 -0.0702 -0.0320 -0.0282
H -7.12180 4.65243 -1.63658 -0.0245 -0.0274 -0.0006 0.0682
H -7.75107 3.51557 -0.43937 0.0089 0.0142 -0.0456 0.0778
H -8.12154 3.28151 -2.14748 0.0258 0.0269 0.0238 0.0735
H -4.74795 4.41464 -1.67381 -0.0071 -0.1257 -0.0049 0.1091
H -2.49652 4.36506 -1.93096 -0.0138 -0.0887 -0.0218 0.0770
H -1.79050 2.97038 -2.78143 0.0230 0.0005 0.0142 0.0597
H -1.74287 3.03390 -1.02817 0.0564 -0.0281 -0.0070 0.0351
H 0.29611 3.35241 -1.38945 0.0904 0.0149 0.0541 0.1029
H 1.68572 5.40009 -1.38535 0.0296 -0.0682 0.0608 0.1026
H 3.74531 5.49533 0.00082 -0.0398 -0.0511 0.0177 0.0962
H 4.36498 3.54249 1.40778 -0.0844 -0.0130 -0.0515 0.1026
H 2.95472 1.52997 1.41133 0.0421 -0.1769 -0.0286 0.0358
H -2.74706 -2.78067 -1.74990 0.0223 0.0258 0.0601 -0.0036
H -2.31798 -4.18113 -2.73818 -0.0156 0.0288 -0.0143 0.0715
H -4.01121 -3.71767 -2.54502 0.0635 0.0100 -0.0209 0.0887
H -3.20149 -4.17962 -5.13677 -0.0146 0.0948 -0.0016 0.1152
H -3.58782 -4.14724 -7.49982 0.0044 0.0375 -0.0149 0.0687
H -2.34101 -3.10086 -8.18535 -0.0302 -0.0072 0.0014 0.0782
H -4.03400 -2.61789 -8.27565 0.0315 -0.0361 0.0198 0.0737
H -3.12672 -0.43176 -7.18744 -0.0031 -0.0536 0.1088 0.1121
H -2.84153 1.55461 -6.12482 0.0057 -0.0636 0.0886 0.0729
H -1.82651 1.52685 -4.66284 -0.1232 -0.0443 -0.0529 0.0491
H -3.57913 1.63991 -4.51288 0.0710 -0.0307 -0.0267 0.0735
H -4.52767 -1.42320 -1.07042 -0.0402 0.0279 -0.0308 0.0177
H -5.11813 -1.36352 -2.73185 -0.0130 0.0281 0.0743 0.0731
H -6.26211 -1.19487 -1.38703 0.1129 0.0562 -0.0301 0.0776
H -7.16359 0.89287 -1.53646 0.1733 0.0592 -0.0070 0.1143
```
Positions in Å, forces in eV/Å.